Molecular formula: C28H28ClN2O7SeTa
Method: DFT, ωB97M-V/def2-TZVPD

Computed properties:
E ... -4638.6562 Eh
Energy relative to the best compared isomer or geometry (same formula, charge and spin) ... 0.341 eV
Gap between HOMO and LUMO ... 7.13 eV

ORCA input file:
```
! wB97M-V def2-TZVPD RIJCOSX def2/J DEFGRID3
* xyz 0 1
Ta -0.62194 -0.54521 0.63910
C -2.87519 1.84511 -0.98258
O -1.47247 1.80364 -0.73843
C -0.89135 2.92975 -0.24803
C -1.47890 4.18716 -0.29249
C -0.78695 5.27609 0.21474
C 0.47336 5.11922 0.77046
C 1.04799 3.86165 0.82672
C 0.37329 2.76419 0.31533
N 0.89741 1.41297 0.42643
N 2.12325 1.42696 0.67719
C 2.88022 0.27335 0.86529
C 2.43180 -1.02249 0.67408
O 1.17262 -1.27292 0.35263
C 3.31821 -2.12431 0.76598
C 4.62164 -1.90866 1.08364
C 5.12820 -0.59859 1.31119
C 6.48630 -0.39437 1.64589
C 6.97220 0.86444 1.85207
C 6.10821 1.97016 1.72689
C 4.78897 1.80173 1.40859
C 4.26129 0.50730 1.19367
H -3.09938 2.49102 -1.83414
H -3.40632 2.18941 -0.09429
H -3.16993 0.82440 -1.20987
H -2.46312 4.31756 -0.71645
H -1.24649 6.25519 0.18369
H 1.00078 5.96785 1.18301
H 2.00795 3.71525 1.29602
H 2.92011 -3.11430 0.59403
H 5.30135 -2.74825 1.16863
H 7.13363 -1.25824 1.73623
H 8.01166 1.01685 2.10924
H 6.49271 2.96904 1.88833
H 4.13774 2.65703 1.31750
O -2.14513 -0.09549 4.23041
Se -1.32931 0.67480 3.09472
O -0.95414 2.22646 3.20237
O 0.03758 -0.23027 2.55460
O -2.10616 0.41076 1.52816
Cl -6.90731 -3.36830 -1.23710
C -5.34431 -3.12285 -0.50487
C -5.20843 -2.20729 0.52407
C -3.96291 -2.00687 1.09903
C -2.83920 -2.70340 0.65361
C -1.48219 -2.45469 1.23537
C -3.01971 -3.64000 -0.36387
C -4.25766 -3.85634 -0.94793
H -6.07124 -1.65821 0.87566
H -3.86586 -1.28996 1.90402
H -0.77884 -3.23578 0.93452
H -1.52501 -2.44917 2.32750
H -2.17452 -4.23357 -0.69089
H -4.38046 -4.59057 -1.73249
C -2.14952 -1.11403 -3.25247
C -0.79905 -1.05213 -2.55937
C -0.05797 -2.37778 -2.66368
C 0.05210 0.09273 -3.08765
O -1.03802 -0.78944 -1.15708
H -2.01420 -1.37502 -4.30395
H -2.65212 -0.14783 -3.21385
H -2.78643 -1.86587 -2.78892
H 0.10699 -2.62375 -3.71513
H -0.64172 -3.17946 -2.21530
H 0.90819 -2.32402 -2.16693
H 0.30703 -0.08948 -4.13359
H 0.98095 0.17639 -2.52104
H -0.48025 1.04045 -3.01823
*
```